1.
19
Properties=species:S:1:pos:R:3:mulliken_charge:R:1 method="wB97M-V/def2-TZVPD" energy_ev=-21442.8500 spin_multiplicity=1 de_lowest_kj_mol=27.6 lumo_ha=-0.360 total_charge=+2
O 0.186 -4.919 -2.670 -0.0404
C 0.739 -3.979 -2.514 0.0493
Mg 1.961 -0.321 -1.156 0.8976
C 1.673 -0.002 -3.367 0.3224
C 3.812 -1.445 -0.839 0.3951
O 1.594 0.539 -4.424 -0.0798
O 4.946 -1.660 -0.529 -0.0497
C -1.137 0.065 2.351 -0.7096
N -1.179 0.938 1.163 0.0733
C -1.995 2.186 1.173 -0.7038
C -0.443 0.640 0.088 0.3756
O 0.333 -0.408 0.078 -0.7298
H -1.804 0.533 3.109 0.2965
H -0.077 -0.004 2.732 0.2854
H -1.504 -0.964 2.066 0.2985
H -1.328 3.079 1.010 0.3274
H -2.759 2.143 0.347 0.3260
H -2.496 2.246 2.172 0.2548
H -0.524 1.335 -0.790 0.4112


2.
12
Properties=species:S:1:pos:R:3:mulliken_charge:R:1 method="wB97M-V/def2-TZVPD" energy_ev=-19610.3081 spin_multiplicity=1 de_lowest_kj_mol=212.6 lumo_ha=0.008
C 0.180 0.389 0.054 0.2838
C -1.264 0.597 -0.420 -0.3972
C -2.131 -0.650 -0.343 0.0736
H 2.349 -0.320 0.697 0.2912
H 0.186 -1.651 -0.332 0.2388
H -1.141 0.871 -1.498 0.2344
H -1.680 1.437 0.107 0.3616
H -3.080 -0.597 0.326 0.2950
N 0.630 -0.859 0.094 -0.0777
O 1.876 -1.198 0.531 -0.3709
O -1.946 -1.625 -1.023 -0.4808
S 1.175 1.678 0.515 -0.4516


3.
15
Properties=species:S:1:pos:R:3:mulliken_charge:R:1 method="wB97M-V/def2-TZVPD" energy_ev=-6819.3266 spin_multiplicity=1 de_lowest_kj_mol=161.0 lumo_ha=0.041
C -2.740 0.287 0.199 -0.7225
N -1.523 -0.383 0.773 -0.3660
C -0.320 -0.060 0.122 0.0650
C 0.863 -0.644 0.309 -0.2384
C 2.133 -0.112 -0.207 -0.0583
C 2.268 0.871 -1.092 -0.8140
H -3.383 0.510 1.041 0.2245
H -2.435 1.165 -0.358 0.3149
H -3.264 -0.426 -0.437 0.2674
H -1.691 -1.377 0.661 0.2788
H -0.398 0.837 -0.485 0.0101
H 0.915 -1.509 0.967 0.2738
H 3.036 -0.513 0.240 0.2797
H 3.234 1.336 -1.225 0.2431
H 1.435 1.269 -1.657 0.2418


4.
20
Properties=species:S:1:pos:R:3:mulliken_charge:R:1 method="wB97M-V/def2-TZVPD" energy_ev=-9394.2444 spin_multiplicity=1 de_lowest_kj_mol=251.4 lumo_ha=0.032
C -0.435 -0.744 -1.706 -1.4529
C 0.578 -0.311 2.071 -1.4026
C -1.573 -1.017 0.990 -1.5091
N 1.490 0.410 -0.664 -0.4843
C 0.237 -0.224 -0.471 0.4625
C -0.255 -0.306 0.816 0.7070
C 0.918 1.637 -0.981 0.1658
N 0.296 2.045 -2.019 -0.6357
H 2.114 0.425 0.131 0.3708
H 0.568 2.980 -2.308 0.2553
H 1.275 2.299 -0.102 0.2809
H -1.410 -0.286 -1.859 0.3472
H 0.134 -0.449 -2.584 0.4082
H -0.563 -1.822 -1.628 0.4114
H 0.724 -1.338 2.415 0.2859
H 0.056 0.214 2.872 0.3292
H 1.560 0.142 1.951 0.3926
H -1.511 -2.057 0.659 0.3120
H -2.338 -0.536 0.381 0.3699
H -1.864 -1.062 2.037 0.3858


5.
11
Properties=species:S:1:pos:R:3:mulliken_charge:R:1 method="wB97M-V/def2-TZVPD" energy_ev=-9681.2528 spin_multiplicity=1 de_lowest_kj_mol=265.0 lumo_ha=-0.220 total_charge=+1
C -0.397 -2.070 -1.360 -0.4891
C 0.301 -1.047 -0.946 -0.2873
C -0.347 -0.019 -0.211 0.7994
N 0.629 2.507 2.163 -0.6780
N 0.635 1.028 0.500 -0.1480
N 0.401 1.769 1.355 0.9387
O -1.477 0.208 0.018 -0.3703
H 0.127 -3.024 -1.811 0.2645
H -1.473 -1.990 -1.193 0.2880
H 1.395 -0.720 -1.134 0.2885
H 0.205 3.357 2.620 0.3936


6.
18
Properties=species:S:1:pos:R:3:mulliken_charge:R:1 method="wB97M-V/def2-TZVPD" energy_ev=-14286.3714 spin_multiplicity=5 de_lowest_kj_mol=23.5 lumo_ha="-0.342 / -0.434" total_charge=+2
O 1.129 -1.085 2.046 -0.4283
C 1.500 0.060 2.295 0.1581
C 0.904 1.218 1.587 -0.3092
O -0.189 0.728 0.825 -0.3865
C -1.056 1.666 0.281 0.3437
C -1.565 1.520 -0.933 -0.8024
Ir -0.054 -1.207 0.420 1.2869
H 2.101 0.274 3.193 0.4353
H 1.682 1.659 0.854 0.3658
H -1.159 2.558 0.900 0.3202
H -1.176 0.776 -1.630 0.1943
H -2.303 2.241 -1.282 0.2906
O 0.394 -1.685 -1.175 -0.2992
C -0.088 -2.489 -2.199 -0.5191
H 0.630 -2.523 -3.040 0.2807
H -0.254 -3.536 -1.882 0.3048
H -1.052 -2.120 -2.600 0.3153
H 0.555 1.946 2.339 0.4489


7.
16
Properties=species:S:1:pos:R:3:mulliken_charge:R:1 method="wB97M-V/def2-TZVPD" energy_ev=-18665.4750 spin_multiplicity=1 de_lowest_kj_mol=197.9 lumo_ha=0.031
C -1.582 -2.069 -1.474 -0.8810
N -1.281 -1.254 -0.306 -0.3124
C -0.512 -0.065 -0.370 0.2367
C -0.315 0.576 1.002 -1.0116
S 0.505 2.143 1.076 -0.2393
C 0.979 -0.353 -0.861 -0.1013
O 1.728 -1.086 -0.288 -0.4637
H -1.990 -3.010 -1.110 0.3397
H -2.347 -1.585 -2.069 0.2670
H -0.707 -2.278 -2.090 0.2917
H -1.120 -1.776 0.532 0.2443
H -0.871 0.655 -1.133 0.3044
H -1.204 0.513 1.627 0.4418
H 0.246 -0.204 1.549 0.3861
H 1.780 1.899 1.386 0.1397
H 1.261 0.322 -1.687 0.3578


8.
11
Properties=species:S:1:pos:R:3:mulliken_charge:R:1 method="wB97M-V/def2-TZVPD" energy_ev=-5724.1442 spin_multiplicity=1 de_lowest_kj_mol=105.9 lumo_ha=0.041
O 0.919 -0.932 1.268 -0.5159
H 0.632 -1.746 0.831 0.2994
C -0.737 0.964 -1.355 -0.8267
C 0.156 0.135 0.720 -0.2014
N -0.391 -0.194 -0.536 -0.3959
H -0.429 1.947 -0.979 0.2739
H -0.396 0.969 -2.384 0.3101
H -1.828 1.039 -1.418 0.2657
H -0.608 0.478 1.438 0.2568
H 0.865 0.985 0.784 0.2931
H 0.248 -0.751 -1.102 0.2409


9.
15
Properties=species:S:1:pos:R:3:mulliken_charge:R:1 method="wB97M-V/def2-TZVPD" energy_ev=-27359.3905 spin_multiplicity=1 de_lowest_kj_mol=216.4 lumo_ha="-0.023 / -0.023"
C 1.909 -1.527 0.222 -0.4709
C 0.435 0.204 -0.249 -0.1929
C -0.540 -1.973 0.299 -0.7503
C -0.210 2.722 -0.199 -0.8033
N 3.596 1.160 0.424 -0.5749
N 0.583 -1.086 0.044 0.3477
P 2.534 0.162 -0.015 0.4584
S -0.849 1.105 0.408 -0.0771
H 2.155 -2.508 -0.192 0.2577
H -0.366 -3.062 0.078 0.2751
H -0.794 -2.114 1.411 0.3047
H -1.432 -1.431 -0.190 0.2655
H 0.479 2.326 -1.007 0.2451
H 0.373 3.082 0.568 0.3317
H -0.743 3.624 -0.411 0.3835


10.
35
Properties=species:S:1:pos:R:3:mulliken_charge:R:1 method="wB97M-V/def2-TZVPD" energy_ev=-25919.1361 spin_multiplicity=1 de_lowest_kj_mol=451.0 lumo_ha=0.022
C 1.693 -1.639 -0.613 0.0192
C 0.445 -1.723 0.296 0.2394
C 2.849 -2.214 0.229 -0.9097
C -1.863 -1.182 0.462 0.6849
C -2.933 -0.910 -0.588 0.0080
C -1.676 0.006 1.457 -1.9836
C -0.848 1.122 0.939 0.9841
C -1.356 2.049 0.013 -0.3876
C 0.429 1.243 1.438 -0.5523
C -0.520 3.109 -0.305 -0.8340
C 1.395 2.235 0.813 -0.6624
C 0.892 3.086 -0.110 0.9793
H 2.734 -0.269 -1.512 0.4147
H 2.055 0.157 -0.285 -0.0899
H 1.744 -2.302 -1.446 0.5673
H 2.876 -1.891 1.349 0.2657
H 2.564 -3.216 0.248 0.5079
H 4.556 -2.895 -0.174 0.3425
H -0.635 -1.187 -1.311 0.3048
H -2.323 -2.021 0.987 0.4171
H -1.179 -0.409 2.316 0.4680
H -2.603 0.402 1.816 0.6493
H -2.502 1.885 -0.110 0.2342
H 0.759 0.533 2.196 0.3814
H -0.874 3.877 -0.917 0.4195
H 2.550 2.152 1.038 0.2391
H 2.572 3.758 -0.544 0.2999
H -4.798 -1.341 -1.025 0.3735
N 1.805 -0.334 -1.149 -0.5139
N -0.753 -1.436 -0.354 -0.1709
O 0.625 -1.885 1.424 -0.5415
O 3.974 -2.236 -0.730 -0.5394
O -2.901 -0.329 -1.656 -0.5665
O 1.700 4.006 -0.786 -0.5228
O -4.135 -1.547 -0.288 -0.5253


11.
100
Properties=species:S:1:pos:R:3:mulliken_charge:R:1 method="wB97M-V/def2-TZVPD" energy_ev=-72687.8888 spin_multiplicity=1 lumo_ha=-0.191 total_charge=+1
C -3.969 6.545 4.014 -1.0761
C -4.630 5.257 4.853 -0.2694
C -3.764 3.905 4.383 0.2219
C -3.336 2.977 5.674 -0.9377
C -4.444 3.090 3.139 -0.6036
C -3.359 2.044 2.414 0.3209
C -2.990 0.647 3.190 -0.6816
C -1.412 0.469 3.593 0.1772
C -0.534 1.853 3.611 -0.9317
C -1.401 -0.182 5.129 -1.1280
C -4.404 1.492 1.236 -0.8144
C -4.751 2.564 0.000 -0.5331
S -5.510 1.545 -1.426 0.7486
O -4.392 0.955 -2.332 -0.4688
O -6.570 2.349 -2.235 -0.5709
C -5.715 1.364 2.263 -0.1224
N -5.701 2.281 3.319 0.7345
Si -7.064 2.318 4.480 0.2665
C -6.583 2.246 6.341 -0.8367
C -8.220 0.760 4.167 -1.0675
C -8.230 3.864 4.239 -1.0046
H -4.657 7.517 4.089 0.3481
H -3.833 6.322 2.872 0.2447
H -2.925 6.879 4.466 0.3023
H -5.751 5.220 4.523 -0.0945
H -4.465 5.520 5.993 0.3918
H -2.740 4.353 3.962 0.5814
H -2.185 2.813 5.801 0.2104
H -3.687 3.584 6.640 0.4425
H -3.876 1.941 5.735 -0.0935
H -4.771 3.974 2.407 -0.0311
H -2.510 2.586 1.781 0.4671
H -3.250 -0.260 2.459 0.3106
H -3.676 0.462 4.147 0.0086
H -0.943 -0.288 2.818 0.3487
H 0.292 1.711 4.461 0.3298
H -1.127 2.820 3.895 0.1107
H 0.034 1.987 2.596 0.2749
H -0.287 -0.444 5.376 0.3872
H -2.078 -1.144 5.177 0.3115
H -1.824 0.635 5.861 0.1976
H -4.096 0.547 0.619 0.4835
H -5.550 3.365 0.310 0.3205
H -3.757 3.067 -0.399 0.3836
H -6.229 0.469 -0.814 0.1697
H -6.505 0.550 1.979 0.3375
H -7.606 2.221 6.954 0.3990
H -6.015 3.218 6.725 0.2352
H -6.013 1.258 6.650 0.2849
H -9.193 0.799 4.843 0.3124
H -8.518 0.812 3.024 0.2846
H -7.632 -0.264 4.308 0.2920
H -7.693 4.728 3.662 0.3361
H -8.658 4.158 5.288 0.3217
H -9.125 3.492 3.552 0.3290
C -2.007 0.136 -4.418 -0.9349
C -1.495 -0.916 -3.450 -0.1167
O -0.368 -1.606 -4.004 -0.3321
C 0.822 -0.964 -3.900 0.6786
O 1.009 0.125 -3.378 -0.5745
O 1.769 -1.732 -4.493 -0.2446
C 3.067 -1.141 -4.509 -0.5555
H -2.209 -0.307 -5.398 0.3107
H -2.924 0.596 -4.040 0.2326
H -1.264 0.925 -4.572 0.2989
H -2.275 -1.666 -3.281 0.2971
H -1.249 -0.482 -2.474 0.2665
H 3.376 -0.834 -3.505 0.3077
H 3.080 -0.289 -5.196 0.3173
H 3.776 -1.890 -4.873 0.0884
C 3.393 -4.835 -6.453 -0.9893
C 3.905 -5.887 -5.486 -0.1625
O 5.032 -6.577 -6.040 -0.3520
C 6.222 -5.936 -5.935 0.7480
O 6.409 -4.846 -5.414 -0.5551
O 7.169 -6.704 -6.529 -0.3326
C 8.467 -6.113 -6.545 -0.4813
H 3.191 -5.278 -7.434 0.3182
H 2.476 -4.375 -6.075 0.3084
H 4.136 -4.046 -6.608 0.2446
H 3.125 -6.637 -5.317 0.3141
H 4.151 -5.453 -4.510 0.2553
H 8.776 -5.806 -5.541 0.1773
H 8.480 -5.260 -7.231 0.2769
H 9.176 -6.861 -6.908 0.2256
C 8.339 -2.761 -2.555 -1.0432
C 9.393 -3.757 -2.105 -0.2340
O 10.594 -3.602 -2.871 -0.3180
C 11.413 -2.595 -2.481 0.7342
O 11.218 -1.830 -1.548 -0.5558
O 12.478 -2.569 -3.319 -0.3197
C 13.394 -1.508 -3.057 -0.6244
H 8.176 -2.833 -3.635 0.2479
H 7.391 -2.941 -2.040 0.3428
H 8.654 -1.733 -2.349 0.3476
H 9.031 -4.775 -2.283 0.2881
H 9.597 -3.671 -1.031 0.3362
H 13.713 -1.507 -2.010 0.2920
H 12.940 -0.548 -3.324 0.2841
H 14.277 -1.659 -3.684 0.2257


12.
26
Properties=species:S:1:pos:R:3:mulliken_charge:R:1 method="wB97M-V/def2-TZVPD" energy_ev=-84146.8215 spin_multiplicity=1 de_lowest_kj_mol=102.1 lumo_ha=-0.023
C 2.862 -1.103 -0.040 0.7543
C 0.843 -0.296 -1.482 -0.8113
C -0.521 0.309 -1.237 0.3200
C 2.213 -0.060 -0.659 -0.5831
C -1.901 2.643 0.056 -1.1505
C -0.420 -1.705 1.179 -1.0666
C -2.160 1.171 0.186 -0.6844
C -0.241 -0.236 1.117 -0.3453
N -0.955 0.387 -0.017 0.2261
O 3.872 -1.039 0.633 -0.6763
O 2.381 -2.376 -0.423 -0.5305
Br 2.370 1.722 0.057 -0.1876
H 0.705 -1.470 -1.356 0.2489
H 1.165 -0.076 -2.496 0.4326
H -1.017 0.573 -2.158 0.4565
H -2.958 3.022 0.193 0.3427
H -1.100 2.869 0.670 0.4006
H -1.572 2.789 -0.907 0.3715
H 0.044 -2.110 2.159 0.3140
H -1.507 -2.089 1.154 0.2993
H 0.156 -2.102 0.433 0.3113
H -2.849 0.956 -0.564 0.4599
H -2.557 0.953 1.247 0.3563
H 0.761 0.071 0.992 0.0294
H -0.750 0.164 1.994 0.4079
H 3.134 -2.966 -0.731 0.3043